# 1
A cluster of 5 separate species, C15H45O20P5 in total, computed with ωB97M-V/def2-TZVPD.

```
85
Properties=species:S:1:pos:R:3:forces:R:3
C 0.063 6.446 -0.435 -0.06 1.12 -0.79
O 0.372 5.170 -1.002 0.16 -0.80 0.71
P 0.083 4.665 -2.494 0.60 1.74 -3.02
O 0.752 5.543 -3.567 -1.98 -2.07 2.89
O 0.592 3.135 -2.514 -1.07 1.32 0.32
C 1.840 2.874 -1.945 2.43 -0.14 0.65
O -1.533 4.448 -2.649 1.83 0.30 0.76
C -2.339 5.632 -2.811 -0.61 0.01 -0.72
H -0.524 6.952 -1.201 -0.01 0.52 0.61
H 0.921 7.063 -0.167 0.73 -0.37 -0.94
H -0.405 6.493 0.548 -0.82 -1.28 -0.24
H 2.443 2.142 -2.482 -0.88 -0.60 -0.34
H 1.816 2.584 -0.894 -0.54 -0.19 -0.04
H 2.572 3.682 -1.974 -0.53 0.83 -0.11
H -2.844 5.557 -3.774 0.52 0.14 -0.30
H -1.755 6.549 -2.726 -0.09 -0.10 -0.27
H -3.195 5.681 -2.138 0.46 -0.40 0.70
C -3.983 -3.056 8.598 0.52 -0.24 -0.27
O -3.405 -2.662 7.334 -0.45 -1.33 -1.44
P -3.561 -3.636 6.011 2.51 -0.24 0.46
O -4.936 -3.958 5.556 1.76 0.01 0.87
O -2.615 -2.786 4.978 -1.70 -1.34 1.18
C -3.336 -2.198 3.889 0.07 0.55 -0.88
O -2.546 -4.972 6.315 -2.58 1.84 -0.71
C -1.165 -4.908 6.651 -0.18 0.89 0.66
H -4.555 -3.982 8.532 -0.22 0.15 -0.17
H -4.597 -2.230 8.956 0.08 -0.18 0.03
H -3.136 -3.262 9.252 -0.16 0.22 0.26
H -2.728 -2.336 2.995 0.10 0.41 0.11
H -3.504 -1.147 4.122 0.18 0.04 -0.26
H -4.304 -2.644 3.659 0.07 -0.28 0.48
H -0.820 -3.886 6.808 -0.07 0.20 -0.25
H -0.543 -5.361 5.880 -0.23 -0.21 0.12
H -1.082 -5.372 7.635 0.32 -0.43 -0.23
C -1.123 0.565 -3.330 0.02 -0.61 0.58
O -0.908 0.521 -4.764 -2.02 1.45 -0.74
P -1.995 1.312 -5.733 1.29 2.72 0.74
O -2.767 2.467 -5.167 1.18 -1.96 -0.14
O -2.919 0.208 -6.373 0.75 -0.41 -0.97
C -3.206 0.286 -7.783 -1.27 -0.07 -0.80
O -1.043 1.836 -6.964 -0.29 -1.31 1.14
C 0.006 2.790 -6.821 0.17 1.61 -0.27
H -1.510 -0.402 -3.010 0.12 -0.12 -0.13
H -1.828 1.301 -2.942 0.01 0.37 -0.71
H -0.176 0.741 -2.819 -0.01 -0.05 -0.40
H -2.353 0.246 -8.461 0.26 0.23 0.57
H -3.849 1.137 -8.007 0.52 0.56 0.21
H -3.876 -0.511 -8.108 0.27 -0.61 0.74
H -0.206 3.654 -6.192 -0.83 -0.19 0.32
H 0.141 3.241 -7.804 0.02 -0.31 -0.14
H 0.996 2.511 -6.461 -0.25 -1.23 -0.04
C -0.848 2.494 0.305 0.39 0.86 1.01
O -0.596 1.274 -0.311 0.91 -3.28 -1.33
P -0.596 -0.186 0.383 -2.70 0.22 2.01
O -1.866 -0.381 1.197 2.44 -0.09 -1.62
O -0.311 -1.251 -0.785 0.20 0.51 0.87
C -0.731 -2.669 -0.701 -0.97 0.74 -0.46
O 0.725 -0.230 1.303 -0.02 0.05 -0.91
C 0.662 -0.596 2.663 -0.53 -0.80 1.73
H 0.063 3.092 0.275 0.05 -0.04 0.09
H -1.107 2.334 1.352 -0.40 0.23 -0.04
H -1.590 3.062 -0.257 -0.26 -0.33 0.14
H -1.135 -2.834 -1.700 0.06 -0.26 0.13
H -1.542 -2.792 0.017 0.05 0.28 0.05
H 0.029 -3.419 -0.483 0.58 0.76 0.05
H -0.293 -1.042 2.943 -0.48 0.68 -0.25
H 0.894 0.241 3.322 -0.18 0.22 -0.27
H 1.298 -1.416 2.995 0.88 0.07 -1.01
C 6.293 -4.734 1.147 -1.78 -0.99 1.21
O 5.631 -3.827 0.240 0.81 0.03 -0.68
P 4.427 -2.821 0.530 -1.28 -0.70 1.50
O 3.341 -3.444 1.384 2.11 1.43 -1.44
O 5.175 -1.515 1.162 -1.03 -0.93 -1.88
C 5.916 -1.660 2.362 -1.05 0.36 0.65
O 3.928 -2.334 -0.931 1.77 -2.54 2.14
C 3.456 -1.048 -1.132 -0.53 0.90 -1.61
H 5.994 -5.769 0.980 -0.17 0.05 -0.84
H 5.868 -4.608 2.143 0.25 0.34 0.15
H 7.379 -4.782 1.226 -0.02 1.12 -0.72
H 6.833 -1.079 2.268 0.08 -0.45 0.04
H 6.013 -2.710 2.639 0.57 0.28 -0.02
H 5.268 -1.203 3.111 0.36 0.05 0.41
H 2.865 -1.113 -2.045 -0.65 -0.06 0.24
H 4.284 -0.449 -1.513 0.11 0.66 0.99
H 2.842 -0.713 -0.296 0.31 0.51 -0.13
```
Positions in Å, forces in eV/Å.

Calculated values
Highest occupied orbital energy ... -10.122 eV
E_LUMO ... 0.512 eV
Charge ... 0
SMILES ... COP(=O)(OC)OC.COP(=O)(OC)OC.COP(=O)(OC)OC.COP(=O)(OC)OC.COP(=O)(OC)OC
ΔE to the lowest compared entry with this formula, charge and spin ... 369.0 kJ/mol

Atom charges from the Mulliken analysis, given in e for atoms 1 to 5: number 1, C, carries -0.5473; number 2, O, carries -0.3147; number 3, P, carries 0.8286; number 4, O, carries -0.7635; number 5, O, carries 0.2953

=====

# 2
An isolated molecule of C3H3N3O, computed with ωB97M-V/def2-TZVPD.

```
10
Properties=species:S:1:pos:R:3:forces:R:3
O -1.989 -0.457 0.328 -0.30 -0.29 0.26
C -0.686 -0.235 0.206 0.08 -0.14 0.25
C 0.319 -1.200 0.372 0.04 -0.08 0.03
N 1.582 -0.907 0.115 -0.27 0.39 -0.15
N 1.926 0.294 -0.406 -1.04 0.68 -0.07
C 0.925 1.182 -0.477 -1.43 -0.32 0.08
N -0.336 0.970 -0.094 -0.95 -0.52 0.21
H -2.412 0.405 0.139 0.11 -0.42 0.13
H 0.055 -2.186 0.738 0.35 -0.06 -0.08
H 0.616 2.132 -0.921 3.40 0.76 -0.66
```
Positions in Å, forces in eV/Å.

Calculated values
Highest occupied orbital energy ... -9.890 eV
E_LUMO ... 0.148 eV
Charge ... 0
SMILES ... Oc1cnncn1
ΔE to the lowest compared entry with this formula, charge and spin ... 216.5 kJ/mol

Atom charges from the Mulliken analysis, given in e for atoms 1 to 5: number 1, O, carries -0.4926; number 2, C, carries 0.8594; number 3, C, carries -0.2829; number 4, N, carries -0.2770; number 5, N, carries -0.5040

=====

# 3
A cluster of 2 separate species, C5H8O2 in total, computed with ωB97M-V/def2-TZVPD.

```
15
Properties=species:S:1:pos:R:3:forces:R:3
C -0.662 1.291 -0.241 0.03 0.02 0.01
C -0.353 -0.162 0.032 -0.29 0.01 -0.04
C -1.422 -0.950 0.742 -0.05 -0.05 0.00
C 0.610 -0.863 -0.818 -0.03 -0.15 -0.26
C 2.891 1.032 -0.174 1.09 0.00 1.03
O 3.564 0.850 0.723 -0.74 0.24 -1.06
O 0.964 -0.448 0.499 0.08 0.03 0.17
H 0.188 1.792 -0.712 -0.13 -0.11 0.07
H -1.528 1.363 -0.909 0.11 0.01 0.10
H -0.908 1.817 0.689 0.04 -0.09 -0.11
H -1.062 -1.964 0.940 -0.10 0.12 -0.03
H -1.671 -0.478 1.698 0.01 -0.05 -0.14
H -2.328 -1.001 0.130 0.06 -0.01 0.11
H 0.539 -1.942 -0.953 -0.02 0.13 0.02
H 1.104 -0.316 -1.622 -0.06 -0.10 0.14
```
Positions in Å, forces in eV/Å.

Calculated values
Highest occupied orbital energy ... -10.272 eV
E_LUMO ... 1.007 eV
Charge ... 0
ΔE to the lowest compared entry with this formula, charge and spin ... 148.1 kJ/mol

Atom charges from the Mulliken analysis, given in e for atoms 1 to 5: number 1, C, carries -1.3230; number 2, C, carries 1.3213; number 3, C, carries -1.3383; number 4, C, carries -0.7288; number 5, C, carries 0.1448

=====

# 4
An isolated molecule of C2H3N3, computed with ωB97M-V/def2-TZVPD.

```
8
Properties=species:S:1:pos:R:3:forces:R:3
N 1.193 -0.074 0.074 0.45 0.06 0.27
N 0.562 1.051 0.350 -0.10 -0.21 0.22
C -0.724 0.723 0.241 0.13 -0.08 -0.16
C -0.787 -0.639 -0.144 0.49 -0.01 -0.69
N 0.449 -1.109 -0.214 0.28 0.31 -0.40
H 2.187 -0.146 -0.049 0.11 0.28 0.31
H -1.473 1.475 0.474 0.09 -0.40 -0.27
H -1.407 -1.280 -0.733 -1.45 0.05 0.72
```
Positions in Å, forces in eV/Å.

Calculated values
Highest occupied orbital energy ... -10.182 eV
E_LUMO ... 1.233 eV
Charge ... 0
SMILES ... c1cn[nH]n1
ΔE to the lowest compared entry with this formula, charge and spin ... 92.9 kJ/mol

Atom charges from the Mulliken analysis, given in e for atoms 1 to 5: number 1, N, carries 0.3634; number 2, N, carries -0.5216; number 3, C, carries -0.1593; number 4, C, carries -0.1698; number 5, N, carries -0.4931

=====

# 5
An isolated molecule of C4H6O2, computed with ωB97M-V/def2-TZVPD.

```
12
Properties=species:S:1:pos:R:3:forces:R:3
O -1.725 -0.542 1.300 0.07 -0.19 0.15
C -1.426 0.839 1.187 -0.04 0.36 -0.03
C -0.315 0.971 0.234 0.43 -0.28 -0.29
C 0.603 0.632 -0.471 -0.47 0.12 0.37
C 1.550 -0.201 -1.224 0.20 0.25 -0.07
O 1.265 -1.561 -0.946 -0.17 -0.22 -0.18
H -0.873 -0.999 1.295 -0.23 -0.04 0.08
H -1.157 1.267 2.163 -0.02 -0.02 -0.17
H -2.336 1.334 0.838 0.14 -0.02 0.03
H 1.498 0.009 -2.299 0.00 0.02 0.11
H 2.578 -0.037 -0.897 -0.09 0.06 -0.04
H 0.339 -1.712 -1.180 0.18 -0.04 0.04
```
Positions in Å, forces in eV/Å.

Calculated values
Highest occupied orbital energy ... -10.028 eV
E_LUMO ... 0.785 eV
Charge ... 0
SMILES ... OCC#CCO
ΔE to the lowest compared entry with this formula, charge and spin ... 282.9 kJ/mol

Atom charges from the Mulliken analysis, given in e for atoms 1 to 5: number 1, O, carries -0.5078; number 2, C, carries -0.4243; number 3, C, carries 0.0537; number 4, C, carries 0.1631; number 5, C, carries -0.5025

=====

# 6
An isolated molecule of C3H4N4S, computed with ωB97M-V/def2-TZVPD.

```
12
Properties=species:S:1:pos:R:3:forces:R:3
C 1.540 0.319 -0.053 -0.04 -0.60 0.15
C -0.325 -1.224 0.046 0.28 -0.27 0.05
C -1.879 1.101 0.024 -0.03 0.03 -0.24
H 3.330 -0.310 -0.005 -0.54 -0.12 -0.23
H 1.728 1.387 -0.092 0.19 0.12 0.07
H 0.497 -1.954 0.129 -0.57 0.16 -0.12
H -2.487 2.016 0.001 0.30 -0.32 0.18
N 2.360 -0.646 -0.046 0.70 0.45 0.18
N 0.179 0.066 -0.002 -0.91 0.76 -0.07
N -1.537 -1.604 0.014 -0.03 0.60 0.16
N -0.622 1.236 0.042 0.42 -0.26 -0.07
S -2.784 -0.387 -0.057 0.23 -0.54 -0.05
```
Positions in Å, forces in eV/Å.

Calculated values
Highest occupied orbital energy ... -8.192 eV
E_LUMO ... 0.470 eV
Charge ... 0
SMILES ... [H]/N=C/N1C=NSC=N1
ΔE to the lowest compared entry with this formula, charge and spin ... 116.5 kJ/mol

Atom charges from the Mulliken analysis, given in e for atoms 1 to 5: number 1, C, carries 0.1039; number 2, C, carries 0.1036; number 3, C, carries -0.0633; number 4, H, carries 0.2485; number 5, H, carries 0.3950

=====

Repeat the fifth record exactly.
An isolated molecule of C4H6O2, computed with ωB97M-V/def2-TZVPD.

```
12
Properties=species:S:1:pos:R:3:forces:R:3
O -1.725 -0.542 1.300 0.07 -0.19 0.15
C -1.426 0.839 1.187 -0.04 0.36 -0.03
C -0.315 0.971 0.234 0.43 -0.28 -0.29
C 0.603 0.632 -0.471 -0.47 0.12 0.37
C 1.550 -0.201 -1.224 0.20 0.25 -0.07
O 1.265 -1.561 -0.946 -0.17 -0.22 -0.18
H -0.873 -0.999 1.295 -0.23 -0.04 0.08
H -1.157 1.267 2.163 -0.02 -0.02 -0.17
H -2.336 1.334 0.838 0.14 -0.02 0.03
H 1.498 0.009 -2.299 0.00 0.02 0.11
H 2.578 -0.037 -0.897 -0.09 0.06 -0.04
H 0.339 -1.712 -1.180 0.18 -0.04 0.04
```
Positions in Å, forces in eV/Å.

Calculated values
Highest occupied orbital energy ... -10.028 eV
E_LUMO ... 0.785 eV
Charge ... 0
SMILES ... OCC#CCO
ΔE to the lowest compared entry with this formula, charge and spin ... 282.9 kJ/mol

Atom charges from the Mulliken analysis, given in e for atoms 1 to 5: number 1, O, carries -0.5078; number 2, C, carries -0.4243; number 3, C, carries 0.0537; number 4, C, carries 0.1631; number 5, C, carries -0.5025

=====

The lowest highest occupied orbital energy belongs to which entry?
C5H8O2